(1)
140
Properties=species:S:1:pos:R:3 method="wB97M-V/def2-TZVPD" lumo_energy_ev=0.38 e_tot_ev=-75619.1473 e_homo_ev=-9.21 smiles="O=C1CCCO1.O=C1CCCO1.O=C1CCCO1.C1CCOC1.C1CCOC1.C1CCOC1.C1CCOC1.C1CCOC1.C1CCOC1.C1CCOC1.C1CCOC1" e_above_lowest_kj_mol=6.46
O -3.763 0.409 -2.193
C -3.061 1.114 -2.841
C -1.834 1.887 -2.388
C -1.538 2.890 -3.514
C -2.353 2.308 -4.673
O -3.382 1.508 -4.092
H -2.058 2.309 -1.414
H -0.974 1.218 -2.282
H -1.979 3.843 -3.221
H -0.467 2.969 -3.658
H -2.775 3.066 -5.326
H -1.735 1.660 -5.306
O -0.182 -3.396 6.119
C -0.954 -2.765 5.460
C -1.295 -1.285 5.589
C -2.368 -1.094 4.538
C -2.760 -2.473 4.048
O -1.753 -3.366 4.566
H -1.457 -0.997 6.619
H -0.357 -0.823 5.263
H -3.244 -0.574 4.924
H -1.965 -0.523 3.708
H -3.690 -2.890 4.449
H -2.906 -2.450 2.966
O -2.292 -4.972 -3.781
C -1.529 -4.072 -3.622
C -0.006 -4.119 -3.781
C 0.433 -2.712 -3.398
C -0.865 -1.886 -3.414
O -1.910 -2.842 -3.197
H 0.294 -4.871 -3.055
H 0.255 -4.348 -4.808
H 0.953 -2.592 -2.452
H 1.073 -2.231 -4.141
H -0.977 -1.194 -2.577
H -1.024 -1.343 -4.347
C 3.109 -5.235 -0.969
C 4.561 -4.723 -1.206
C 4.451 -3.198 -1.277
O 3.064 -2.893 -1.109
C 2.422 -3.985 -0.429
H 3.081 -6.085 -0.295
H 2.639 -5.512 -1.915
H 4.943 -5.122 -2.145
H 5.185 -5.111 -0.402
H 4.720 -2.822 -2.265
H 5.051 -2.671 -0.529
H 1.360 -3.849 -0.632
H 2.610 -3.908 0.655
C 4.416 3.604 -1.649
C 2.944 4.053 -1.793
C 2.984 4.700 -3.159
O 4.176 5.430 -3.169
C 5.171 4.624 -2.506
H 4.538 2.576 -1.987
H 4.738 3.673 -0.610
H 2.761 4.820 -1.041
H 2.275 3.197 -1.741
H 2.135 5.365 -3.346
H 2.888 3.972 -3.986
H 5.814 5.319 -1.967
H 5.788 4.173 -3.293
C -0.996 3.782 4.055
C -1.060 4.496 5.399
C -0.773 3.365 6.400
O -1.263 2.152 5.789
C -1.601 2.453 4.442
H 0.064 3.656 3.786
H -1.479 4.183 3.167
H -2.071 4.868 5.582
H -0.372 5.335 5.469
H -1.349 3.534 7.306
H 0.288 3.186 6.545
H -2.689 2.649 4.365
H -1.444 1.586 3.814
C 3.317 0.361 -4.386
C 3.642 0.049 -5.844
C 2.325 -0.537 -6.389
O 1.318 -0.185 -5.437
C 1.845 0.789 -4.569
H 3.897 1.207 -4.024
H 3.270 -0.529 -3.758
H 4.508 -0.563 -6.083
H 3.806 1.011 -6.340
H 2.337 -1.632 -6.376
H 2.133 -0.195 -7.407
H 1.356 0.809 -3.590
H 1.772 1.812 -4.976
C -5.820 -3.131 -0.431
C -4.491 -3.065 -1.174
C -3.525 -2.535 -0.095
O -4.201 -2.657 1.175
C -5.323 -3.530 0.956
H -6.543 -3.862 -0.794
H -6.326 -2.168 -0.315
H -4.395 -2.462 -2.070
H -4.224 -4.101 -1.403
H -3.232 -1.489 -0.272
H -2.527 -3.001 -0.028
H -5.984 -3.340 1.802
H -5.004 -4.584 0.976
C -5.324 1.820 0.814
C -5.869 1.838 2.229
C -4.919 0.990 3.054
O -3.765 0.831 2.282
C -3.821 1.474 1.030
H -5.454 2.741 0.255
H -5.687 0.971 0.228
H -6.934 1.623 2.351
H -5.893 2.888 2.562
H -5.338 0.023 3.361
H -4.682 1.450 4.025
H -3.443 0.761 0.301
H -3.256 2.421 0.956
C 0.489 -0.706 0.168
C 0.548 0.498 1.081
C 0.630 1.648 0.068
O 1.298 1.099 -1.066
C 1.569 -0.309 -0.853
H -0.458 -0.768 -0.383
H 0.661 -1.686 0.614
H 1.399 0.395 1.758
H -0.337 0.616 1.706
H 1.133 2.511 0.508
H -0.404 1.871 -0.192
H 2.576 -0.543 -0.518
H 1.326 -0.752 -1.816
C 4.628 -0.470 3.144
C 4.012 0.907 2.886
C 2.941 1.021 3.991
O 3.001 -0.202 4.719
C 4.321 -0.644 4.625
H 5.680 -0.553 2.883
H 4.014 -1.204 2.619
H 3.554 0.923 1.891
H 4.736 1.722 2.871
H 1.905 1.110 3.676
H 3.142 1.875 4.651
H 4.483 -1.652 5.000
H 4.974 -0.008 5.248


(2)
145
Properties=species:S:1:pos:R:3 method="wB97M-V/def2-TZVPD" lumo_energy_ev=-3.93 e_tot_ev=-102979.8028 e_homo_ev=-10.72 charge=+1
C 2.270 3.704 3.023
C 2.403 2.971 1.583
S 0.895 3.329 0.512
C 0.112 1.669 0.238
C -0.547 1.441 -1.210
C -1.803 2.463 -1.236
C -2.445 2.720 -2.686
C -4.016 2.423 -2.790
S -5.023 3.049 -1.367
C -5.660 1.488 -0.530
S -4.954 1.152 0.978
N -6.713 0.655 -1.127
C -7.734 0.210 -0.136
C -8.675 1.373 0.433
C -6.177 -0.541 -1.845
C -5.544 -1.685 -0.912
C 0.673 1.694 -2.235
C 0.809 3.119 -2.982
N 2.076 3.858 -2.802
C 2.164 1.252 -1.896
C 2.423 -0.240 -1.413
O 3.058 -0.258 -0.079
C 2.768 -1.525 0.538
O 1.954 -1.479 1.500
C 3.474 -2.857 0.015
C 2.742 -4.155 0.632
C 0.240 0.517 -3.285
N -0.661 -0.340 -2.772
B -1.002 -1.430 -3.773
O -2.095 -1.285 -4.730
C -0.182 -2.839 -3.855
C 1.419 -2.683 -3.758
C -1.175 -0.051 -1.395
O -2.628 -0.154 -1.638
B -1.048 -1.143 -0.194
C -0.431 -2.659 -0.355
O -1.541 -0.854 1.145
H 3.282 3.956 3.492
H 1.694 3.071 3.780
H 1.726 4.686 2.829
H 3.365 3.387 1.112
H 2.585 1.841 1.708
H -0.751 1.588 1.004
H 0.903 0.896 0.538
H -1.519 3.517 -0.853
H -2.566 2.087 -0.451
H -1.944 2.136 -3.542
H -2.305 3.832 -2.970
H -4.391 2.988 -3.728
H -4.145 1.317 -3.029
H -7.325 -0.372 0.756
H -8.428 -0.524 -0.698
H -9.249 1.909 -0.393
H -9.468 0.854 1.096
H -8.088 2.058 1.128
H -5.424 -0.310 -2.669
H -7.083 -1.027 -2.375
H -6.305 -2.159 -0.187
H -4.594 -1.389 -0.359
H -5.244 -2.549 -1.623
H 0.697 2.905 -4.113
H -0.020 3.875 -2.710
H 2.850 3.501 -3.370
H 2.331 4.013 -1.821
H 2.771 1.362 -2.876
H 2.718 1.935 -1.147
H 3.221 -0.726 -2.101
H 1.540 -0.953 -1.428
H 4.577 -2.795 0.350
H 3.512 -2.938 -1.131
H 2.292 -3.983 1.665
H 3.477 -5.030 0.740
H 1.881 -4.457 -0.076
H 0.666 0.396 -4.346
H -2.779 -1.938 -4.432
H -0.406 -3.404 -4.829
H -0.512 -3.555 -3.007
H 1.863 -2.961 -2.740
H 1.818 -1.646 -4.020
H 1.864 -3.445 -4.504
H -3.125 0.045 -0.811
H -0.167 -3.068 0.674
H 0.402 -2.725 -1.128
H -1.308 -3.291 -0.765
H -2.149 -0.071 1.096
C 1.669 3.148 7.540
C 3.192 3.137 7.457
C 3.797 4.543 7.431
C 3.297 5.291 6.230
N 2.904 5.879 5.285
H 1.222 3.625 6.664
H 1.284 2.126 7.585
H 1.329 3.680 8.433
H 3.495 2.586 6.560
H 3.591 2.593 8.318
H 4.887 4.482 7.386
H 3.526 5.094 8.334
C 2.989 -8.424 -2.998
C 3.599 -8.394 -1.601
C 2.547 -8.466 -0.490
C 1.618 -7.291 -0.589
N 0.888 -6.367 -0.666
H 2.342 -7.561 -3.175
H 3.776 -8.400 -3.756
H 2.399 -9.333 -3.149
H 4.191 -7.480 -1.491
H 4.287 -9.237 -1.495
H 3.033 -8.455 0.489
H 1.967 -9.389 -0.570
C -3.455 -5.828 2.306
C -2.299 -6.083 1.344
C -2.622 -7.151 0.296
C -2.925 -8.455 0.976
N -3.164 -9.479 1.510
H -3.700 -6.720 2.887
H -3.191 -5.040 3.016
H -4.353 -5.512 1.765
H -1.418 -6.383 1.920
H -2.047 -5.148 0.834
H -1.770 -7.288 -0.376
H -3.484 -6.851 -0.306
C 7.232 8.990 8.966
C 7.153 7.812 8.000
C 5.737 7.568 7.471
C 4.811 7.263 8.613
N 4.085 7.027 9.513
H 6.629 8.818 9.861
H 8.262 9.144 9.294
H 6.885 9.911 8.489
H 7.519 6.913 8.506
H 7.822 8.000 7.155
H 5.735 6.726 6.775
H 5.369 8.449 6.938
C -3.257 1.700 -7.910
C -1.832 1.304 -8.284
C -0.875 1.327 -7.090
C -0.810 2.714 -6.514
N -0.760 3.803 -6.061
H -3.305 2.726 -7.537
H -3.909 1.641 -8.784
H -3.659 1.034 -7.140
H -1.469 1.981 -9.063
H -1.843 0.297 -8.712
H 0.127 1.024 -7.405
H -1.213 0.633 -6.314